C37H24Br2N16O3Y | wB97M-V/def2-TZVPD

Calculated values
Spin multiplicity   1
Energy relative to the best compared isomer or geometry (same formula, charge and spin)   0.00 kJ/mol
Net charge   +1
E_HOMO   -10.89 eV

Geometry as XYZ:
```
83
C37H24Br2N16O3Y, DFT wB97M-V/def2-TZVPD
Y 1.244 1.293 0.157
C -3.509 0.020 -3.145
N -2.713 0.439 -1.993
C -1.407 0.327 -1.793
N -1.083 0.883 -0.628
C -2.285 1.318 -0.153
N -3.294 1.068 -0.946
C -3.550 -1.475 -3.355
C -3.792 -1.963 -4.634
C -3.936 -3.325 -4.850
C -3.822 -4.214 -3.796
C -3.558 -3.730 -2.519
C -3.428 -2.362 -2.297
C -3.421 -4.676 -1.414
N -3.791 -5.905 -1.360
N -3.417 -6.374 -0.105
C -2.853 -5.387 0.496
O -2.813 -4.268 -0.271
C -2.239 -5.352 1.821
C -2.423 -6.412 2.702
C -1.797 -6.383 3.936
C -0.986 -5.313 4.289
C -0.807 -4.251 3.412
C 0.066 -3.087 3.820
N 0.607 -2.373 2.672
C 0.217 -1.222 2.138
N 0.903 -0.988 1.028
C 1.718 -2.079 0.934
N 1.565 -2.940 1.905
C -1.439 -4.274 2.180
H -3.125 0.521 -4.033
H -4.508 0.405 -2.948
H -0.720 -0.150 -2.475
H -2.394 1.818 0.793
H -3.877 -1.273 -5.466
H -4.128 -3.693 -5.848
H -3.923 -5.281 -3.945
H -3.247 -2.006 -1.290
H -3.044 -7.247 2.405
H -1.930 -7.206 4.625
H -0.485 -5.312 5.250
H 0.908 -3.434 4.414
H -0.495 -2.359 4.408
H -0.537 -0.577 2.563
H 2.422 -2.226 0.130
H -1.300 -3.471 1.468
Br 7.916 3.637 0.352
C 6.172 3.027 0.052
C 5.926 1.675 -0.126
C 4.613 1.284 -0.304
N 3.592 2.140 -0.336
C 3.847 3.448 -0.209
C 5.125 3.933 0.010
C 2.669 4.347 -0.324
C 2.805 5.670 -0.708
C 1.662 6.438 -0.852
Br 1.801 8.221 -1.398
C 0.421 5.877 -0.604
C 0.384 4.551 -0.218
N 1.473 3.791 -0.083
H 6.725 0.949 -0.109
H 4.366 0.236 -0.426
H 5.312 4.987 0.153
H 3.775 6.091 -0.927
H -0.486 6.451 -0.717
H -0.562 4.067 -0.011
O 1.621 0.390 -1.849
N 1.401 1.630 -2.240
C 1.756 1.957 -3.429
C 2.345 1.038 -4.365
N 2.819 0.307 -5.113
C 1.582 3.341 -3.799
N 1.447 4.442 -4.095
N -0.893 3.739 3.260
C 0.046 2.903 2.797
O -0.191 2.216 1.744
C 1.288 2.803 3.475
C 1.603 3.591 4.607
N 1.761 4.273 5.522
C 2.153 1.882 2.878
N 2.677 1.087 2.213
H -0.746 4.269 4.103
H -1.780 3.800 2.791
```

Here are the Löwdin charges for atoms 1 to 8, given in e: Y 1.495; C -0.060; N -0.112; C -0.117; N 0.001; C -0.196; N 0.140; C -0.199

C37H24O8 | wB97M-V/def2-TZVPD

Calculated values
Spin multiplicity   1
Structure (SMILES)   O=C1c2ccccc2C(=O)c2ccccc21.O=C1c2ccccc2C(=O)c2ccccc21.CC(=O)OCC1=CC(=O)C=CC1=O
Net charge   0
E_HOMO   -9.65 eV

Geometry as XYZ:
```
69
C37H24O8, DFT wB97M-V/def2-TZVPD
O 4.843 -3.091 5.166
C 3.801 -3.274 4.575
C 3.284 -4.653 4.331
C 4.006 -5.736 4.816
C 3.537 -7.024 4.618
C 2.344 -7.236 3.935
C 1.625 -6.161 3.443
C 2.092 -4.866 3.637
C 1.306 -3.725 3.088
O 0.292 -3.908 2.447
C 1.809 -2.346 3.351
C 1.083 -1.262 2.873
C 1.525 0.028 3.111
C 2.696 0.241 3.831
C 3.427 -0.835 4.307
C 2.989 -2.132 4.066
H 4.931 -5.553 5.346
H 4.100 -7.867 4.997
H 1.978 -8.243 3.786
H 0.697 -6.307 2.906
H 0.174 -1.445 2.317
H 0.959 0.871 2.734
H 3.038 1.250 4.020
H 4.341 -0.687 4.864
O -0.078 3.255 0.277
C -0.869 4.060 -0.168
C -0.672 5.525 0.034
C 0.457 5.964 0.716
C 0.671 7.319 0.899
C -0.241 8.243 0.403
C -1.372 7.812 -0.270
C -1.592 6.452 -0.455
C -2.826 6.013 -1.172
O -3.645 6.819 -1.557
C -3.009 4.551 -1.397
C -4.131 4.113 -2.090
C -4.314 2.760 -2.325
C -3.376 1.840 -1.871
C -2.260 2.271 -1.175
C -2.072 3.625 -0.932
H 1.158 5.231 1.092
H 1.552 7.659 1.429
H -0.069 9.303 0.543
H -2.095 8.516 -0.659
H -4.848 4.844 -2.439
H -5.187 2.421 -2.866
H -3.511 0.780 -2.054
H -1.524 1.566 -0.815
C -1.765 -3.331 -0.522
C -2.081 -2.711 -1.850
O -2.750 -1.722 -2.005
O -1.516 -3.376 -2.876
C -1.819 -2.871 -4.187
C -0.895 -1.742 -4.546
C -1.222 -0.459 -4.397
C -0.273 0.640 -4.717
O -0.568 1.798 -4.514
C 1.050 0.263 -5.283
C 1.383 -1.013 -5.446
C 0.454 -2.113 -5.079
O 0.774 -3.271 -5.221
H -2.654 -3.862 -0.176
H -0.930 -4.024 -0.584
H -1.546 -2.530 0.182
H -2.856 -2.540 -4.227
H -1.667 -3.716 -4.855
H -2.191 -0.166 -4.007
H 1.709 1.083 -5.545
H 2.339 -1.313 -5.859
```

Here are the natural (NBO) charges for atoms 1 to 8, given in e: O -0.523; C 0.547; C -0.142; C -0.156; C -0.192; C -0.190; C -0.186; C -0.059

C37H25Br3Cl7N4OTi | wB97M-V/def2-TZVPD

Calculated values
Spin multiplicity   3
Energy relative to the best compared isomer or geometry (same formula, charge and spin)   0.00 kJ/mol
Net charge   +1
E_HOMO (alpha / beta)   -8.84 / -11.00 eV

Geometry as XYZ:
```
78
C37H25Br3Cl7N4OTi, DFT wB97M-V/def2-TZVPD
Ti 0.314 -0.336 0.322
Br -1.611 -4.106 -5.042
C -0.938 -3.128 -3.594
C -0.204 -1.974 -3.807
C 0.214 -1.264 -2.699
N -0.043 -1.641 -1.445
C -0.725 -2.781 -1.248
C -1.196 -3.546 -2.300
C -0.977 -3.138 0.171
C -1.559 -4.336 0.546
C -1.815 -4.555 1.890
Br -2.622 -6.155 2.436
C -1.475 -3.588 2.821
C -0.867 -2.435 2.362
N -0.624 -2.207 1.069
H 0.020 -1.624 -4.804
H 0.765 -0.341 -2.818
H -1.777 -4.439 -2.129
H -1.817 -5.089 -0.182
H -1.664 -3.727 3.875
H -0.568 -1.658 3.053
Cl 2.751 -2.443 -0.254
C 2.895 -1.806 1.375
C 1.892 -0.955 1.828
C 2.030 -0.570 3.159
Cl 0.783 0.424 3.877
C 3.101 -0.942 3.971
Cl 3.209 -0.409 5.602
C 4.101 -1.758 3.445
Cl 5.445 -2.217 4.407
C 3.993 -2.207 2.131
Cl 5.199 -3.237 1.469
Br -5.694 -3.174 -2.934
C -4.501 -2.007 -2.048
C -3.776 -1.083 -2.785
C -2.862 -0.268 -2.137
C -2.659 -0.377 -0.764
C -3.433 -1.271 -0.034
C -4.355 -2.089 -0.673
N -1.632 0.384 -0.130
C -1.916 1.660 0.122
C -0.890 2.423 0.716
C -0.967 3.804 0.971
C 0.128 4.457 1.464
C 1.303 3.723 1.717
C 1.309 2.377 1.467
N 0.243 1.709 0.976
H -3.917 -1.010 -3.855
H -2.276 0.448 -2.703
H -3.305 -1.338 1.039
H -4.950 -2.790 -0.104
H -2.883 2.086 -0.121
H -1.891 4.328 0.762
H 0.094 5.520 1.661
H 2.186 4.199 2.119
H 2.189 1.777 1.669
C 4.020 1.104 -0.893
C 2.597 1.323 -1.293
O 1.732 0.533 -0.911
C 2.208 2.477 -2.119
C 0.852 2.697 -2.379
C 0.459 3.790 -3.128
C 1.416 4.667 -3.625
C 2.765 4.454 -3.374
C 3.162 3.363 -2.620
H 4.092 0.221 -0.264
H 4.390 1.978 -0.353
H 4.650 0.976 -1.774
H 0.115 2.013 -1.978
H -0.591 3.964 -3.322
H 1.108 5.523 -4.212
H 3.505 5.138 -3.765
H 4.214 3.206 -2.426
Cl -1.444 2.774 4.429
C -2.561 1.426 4.645
Cl -2.779 0.499 3.146
H -3.527 1.821 4.935
H -2.157 0.758 5.397
```

Here are the Löwdin charges for atoms 1 to 8, given in e: Ti 0.960; Br 0.839; C -0.666; C -0.067; C -0.096; N 0.012; C -0.196; C -0.031

C37H25BrF5N6O3RuS | wB97M-V/def2-TZVPD

Calculated values
Spin multiplicity   5
Energy relative to the best compared isomer or geometry (same formula, charge and spin)   19.39 kJ/mol
Net charge   +1
E_HOMO (alpha / beta)   -10.54 / -10.81 eV

Geometry as XYZ:
```
79
C37H25BrF5N6O3RuS, DFT wB97M-V/def2-TZVPD
Ru -0.231 -0.726 -0.285
Br 3.155 -3.907 5.454
C 2.028 -3.007 4.238
C 0.629 -3.037 4.453
C -0.224 -2.387 3.613
C 0.261 -1.684 2.486
O -0.588 -1.054 1.735
C 1.668 -1.669 2.264
C 2.274 -0.907 1.248
N 1.648 -0.325 0.259
C 2.322 0.534 -0.660
C 3.669 0.717 -0.774
C 4.188 1.631 -1.720
C 3.364 2.356 -2.529
C 1.961 2.177 -2.440
C 1.029 2.887 -3.228
C -0.310 2.662 -3.077
C -0.731 1.694 -2.156
N 0.107 0.999 -1.414
C 1.457 1.249 -1.519
C 2.539 -2.332 3.180
H 0.240 -3.584 5.302
H -1.294 -2.411 3.764
H 3.348 -0.765 1.325
H 4.362 0.163 -0.156
H 5.259 1.754 -1.790
H 3.764 3.064 -3.243
H 1.389 3.611 -3.949
H -1.046 3.198 -3.658
H -1.785 1.484 -2.020
H 3.608 -2.305 3.005
O -1.275 -4.062 0.902
C -0.248 -3.947 0.261
N 0.706 -4.903 0.080
C 1.768 -4.485 -0.826
C 1.290 -3.056 -1.120
O 1.844 -2.236 -1.837
N 0.166 -2.794 -0.411
C 1.823 -5.384 -2.059
C 1.594 -4.921 -3.346
C 1.648 -5.802 -4.422
C 1.928 -7.142 -4.220
C 2.163 -7.608 -2.931
C 2.116 -6.732 -1.861
C 3.135 -4.417 -0.138
C 3.354 -5.031 1.086
C 4.617 -5.008 1.669
C 5.663 -4.355 1.040
C 5.445 -3.733 -0.185
C 4.193 -3.772 -0.777
H 0.500 -5.866 0.288
H 1.384 -3.876 -3.521
H 1.467 -5.432 -5.423
H 1.972 -7.823 -5.059
H 2.390 -8.653 -2.763
H 2.331 -7.101 -0.863
H 2.538 -5.518 1.605
H 4.775 -5.500 2.620
H 6.646 -4.340 1.493
H 6.262 -3.235 -0.692
H 4.030 -3.304 -1.739
F -6.192 5.376 -0.289
C -5.262 4.516 0.059
C -4.162 4.950 0.792
F -4.067 6.227 1.127
C -3.193 4.044 1.154
F -2.160 4.475 1.850
C -3.278 2.673 0.799
S -2.130 1.557 1.317
C -4.410 2.289 0.038
F -4.544 1.021 -0.345
C -5.389 3.180 -0.320
F -6.445 2.800 -1.023
N -2.696 -2.469 -1.086
N -2.251 -1.105 -0.945
H -3.709 -2.455 -1.156
H -2.409 -2.977 -0.247
H -2.760 -0.613 -0.203
H -2.481 -0.636 -1.815
```

Here are the Löwdin charges for atoms 1 to 8, given in e: Ru 1.475; Br 0.774; C -0.684; C -0.076; C 0.014; C -0.337; O -0.224; C -0.124